(1)
{
  "formula": "C37H53N4O2P2Pb",
  "method": "ωB97M-V/def2-TZVPD",
  "species": ["C", "C", "C", "C", "C", "H", "H", "H", "N", "P", "P", "C", "H", "H", "C", "H", "C", "C", "C", "C", "C", "H", "H", "H", "C", "H", "H", "H", "C", "H", "H", "H", "C", "H", "H", "H", "C", "H", "H", "H", "C", "H", "H", "H", "C", "H", "H", "H", "C", "H", "H", "H", "C", "H", "H", "H", "C", "H", "H", "H", "C", "H", "H", "H", "C", "H", "H", "H", "Pb", "C", "O", "N", "C", "C", "C", "C", "C", "H", "C", "H", "C", "H", "H", "H", "N", "C", "O", "C", "C", "C", "C", "N", "C", "H", "H", "H", "H", "H", "H"],
  "positions_angstrom": [[-0.9983, -2.7763, -1.7300], [-2.3599, -0.9049, -1.2268], [-1.9894, -3.3229, -2.5585], [-3.2602, -1.3026, -2.2163], [-3.0830, -2.5038, -2.8989], [-1.9162, -4.3955, -2.9093], [-4.0554, -0.6040, -2.4644], [-3.8188, -2.8189, -3.6721], [-1.1372, -1.5263, -1.2058], [1.6712, -2.5592, -0.7422], [-2.3919, 1.6467, 0.4838], [0.1501, -3.5881, -1.1305], [-0.1878, -3.9083, -0.1327], [0.3746, -4.5148, -1.6885], [-2.9277, -0.0170, -0.1559], [-3.9281, 0.2352, -0.4996], [-3.9310, 2.0310, 1.5761], [-1.7177, 3.2251, -0.4185], [2.4732, -3.2632, 0.7952], [2.5990, -2.6355, -2.4022], [-3.3798, 2.0900, 3.0078], [-2.6263, 2.8756, 3.1283], [-4.2030, 2.2758, 3.7163], [-2.8949, 1.1405, 3.2833], [-4.6892, 3.2869, 1.1616], [-4.1487, 4.2132, 1.3289], [-4.9937, 3.2407, 0.1115], [-5.6118, 3.3593, 1.7521], [-4.9896, 0.9037, 1.5050], [-5.7154, 1.0013, 2.3432], [-5.5735, 0.9269, 0.5596], [-4.5300, -0.0899, 1.5909], [-1.5494, 4.3243, 0.6401], [-1.0319, 3.9506, 1.5383], [-0.9400, 5.1360, 0.2057], [-2.5009, 4.7668, 0.9577], [-0.3292, 2.9856, -1.0267], [0.4445, 2.8344, -0.2594], [-0.3139, 2.1621, -1.7550], [-0.0546, 3.9005, -1.5777], [-2.6663, 3.6357, -1.5482], [-3.6640, 3.9256, -1.1922], [-2.2170, 4.5141, -2.0434], [-2.7674, 2.8322, -2.2950], [4.0564, -2.2043, -2.1993], [4.5328, -2.1893, -3.1895], [4.1532, -1.2010, -1.7576], [4.6011, -2.9232, -1.5697], [1.8434, -1.6697, -3.3277], [0.7884, -1.9494, -3.4459], [1.8823, -0.6187, -3.0068], [2.2996, -1.7189, -4.3230], [2.5228, -4.0459, -2.9934], [3.2074, -4.0744, -3.8525], [2.8383, -4.8238, -2.2847], [1.5172, -4.2836, -3.3704], [1.3985, -3.3988, 1.8903], [0.7112, -4.2239, 1.6793], [1.8968, -3.6449, 2.8367], [0.8035, -2.4925, 2.0585], [3.6206, -2.3801, 1.3458], [3.2664, -1.3788, 1.6402], [4.0182, -2.8778, 2.2481], [4.4474, -2.2650, 0.6305], [2.9555, -4.6801, 0.4532], [2.1279, -5.2921, 0.0581], [3.7918, -4.6868, -0.2597], [3.3010, -5.1538, 1.3876], [0.7506, -0.0689, -0.2213], [2.8484, 1.5447, -1.7816], [3.7287, 2.2536, -1.9698], [-0.8730, -0.2561, 1.5054], [-2.1494, -0.4776, 1.2044], [-2.9243, -1.5803, 1.9607], [-2.4556, -1.8793, 3.2485], [-3.9286, -2.4046, 1.3785], [-3.0505, -2.8819, 4.0330], [-1.5538, -1.3423, 3.5916], [-4.5510, -3.4144, 2.1551], [-4.1799, -2.2691, 0.3172], [-4.0993, -3.6377, 3.4679], [-2.6780, -3.0755, 5.0566], [-5.3543, -4.0353, 1.7032], [-4.5568, -4.4470, 4.0566], [1.1203, 4.5032, 5.0244], [0.6979, 3.7901, 3.9341], [-0.4996, 3.8123, 3.5838], [1.7462, 3.0455, 3.1832], [3.1022, 3.4050, 3.2084], [4.0010, 2.7336, 2.3679], [3.4920, 1.7402, 1.5188], [2.2008, 1.4177, 1.5015], [1.3543, 2.0136, 2.3466], [0.4128, 4.9334, 5.5985], [2.0634, 4.3551, 5.4382], [3.4488, 4.2127, 3.8504], [5.0611, 2.9589, 2.3781], [4.1750, 1.2154, 0.8373], [0.3462, 1.6563, 2.3383]],
  "atomic_forces_ev_per_a": [[-0.6974, 0.4186, 0.1736], [0.9281, -0.5965, -0.8275], [0.3881, -0.8081, -0.0458], [0.0410, -0.3210, -0.8843], [-0.0442, 0.0671, -0.2390], [-0.0444, 1.5030, 0.3592], [-0.2759, -0.4538, 0.1669], [0.6553, 0.2133, 0.7595], [-1.1835, -0.1848, 0.8719], [-0.4193, -0.4942, -0.2691], [1.5811, 3.5899, 0.9120], [0.2030, 0.0073, 0.2755], [-0.1361, 0.0826, -0.2907], [-0.1031, 0.5791, 0.1752], [3.1841, 1.4313, -1.1495], [-0.4326, -1.1424, 1.1383], [-0.4360, -0.3472, -0.6391], [-1.6278, -0.3776, -0.9412], [0.1002, -0.7651, -0.3484], [-0.2775, -0.0374, 0.9886], [-0.0465, 0.1459, 0.1529], [-0.1814, -0.0987, -0.0603], [0.1726, -0.0277, -0.1451], [-0.2126, 0.2423, -0.0863], [-0.3435, 0.3026, 0.2201], [-0.0132, -0.0342, -0.0165], [0.0248, -0.0254, 0.2014], [0.0934, -0.0268, 0.0065], [-0.1691, -0.3505, 0.0989], [0.4755, 0.1216, -0.4693], [0.3063, 0.0632, 0.4816], [-0.5812, 0.5226, 0.1396], [-0.0534, -0.0429, 0.1354], [-0.2134, 0.1221, -0.3965], [-0.1797, -0.2290, 0.0758], [0.4110, -0.1285, -0.1534], [-0.1067, 0.0271, -0.0701], [-0.2334, -0.0841, -0.1214], [-0.0157, 0.1035, 0.1399], [-0.0427, -0.2290, 0.1220], [0.3575, 0.7575, -0.3369], [0.4212, -0.1491, -0.1104], [-0.3474, -0.1112, -0.1919], [0.0194, 0.2430, 0.1960], [0.0139, -0.1163, -0.1975], [0.0517, 0.0666, 0.2522], [-0.0969, -0.2500, -0.0916], [-0.1199, 0.2323, -0.2115], [0.0046, 0.1430, -0.1523], [0.2209, 0.0256, 0.0509], [0.0717, -0.2922, 0.0253], [-0.0305, 0.0106, 0.0677], [0.2791, -0.1080, -0.2778], [-0.1512, -0.1166, 0.1077], [-0.0922, 0.2098, -0.2458], [0.3655, 0.0892, 0.1305], [-0.1656, 0.0615, 0.0290], [0.0520, 0.1486, 0.0317], [-0.0225, 0.0581, -0.1862], [0.0471, -0.0020, -0.0911], [-0.0948, -0.1351, -0.2929], [0.0311, -0.2866, -0.0819], [-0.1319, 0.2296, -0.3479], [-0.2347, -0.0278, 0.1946], [0.3577, -0.2313, 0.4820], [0.3326, 0.1783, 0.0982], [-0.2330, -0.0068, 0.1844], [-0.0256, -0.0162, -0.3461], [-1.9114, 1.0919, 0.3413], [2.5128, 1.9596, -0.7903], [-2.0971, -1.6282, 0.4891], [-3.8707, -2.4119, -1.5010], [2.9103, -3.2235, 1.5654], [0.5476, -0.3133, 0.0703], [-0.0328, -0.2732, 0.4795], [0.3230, 0.2480, 0.6364], [-0.0586, 0.1490, -0.7212], [-0.7647, -0.1675, -0.0761], [0.6677, 0.4102, -0.3526], [-0.1586, 0.0204, 0.5658], [-0.1447, -0.1268, 0.2044], [-0.3393, 0.0367, -0.7787], [0.7364, 0.4831, 0.4670], [0.1851, 0.4854, -0.2818], [1.2646, -0.6171, 0.0615], [-2.1527, 0.7046, 0.5434], [2.4677, -0.3117, 0.6179], [0.6311, 0.2311, -0.1658], [-0.0024, -0.3707, -0.4591], [-0.6661, -0.2289, 0.1754], [0.5380, 0.7184, 0.3829], [0.1395, -0.6211, 0.3318], [0.5709, 0.2353, -0.2454], [0.0239, 0.0041, -0.0677], [-1.4489, 0.1942, -0.5255], [-0.0063, -0.1546, -0.2053], [-0.1366, 0.0259, -0.0496], [-0.4226, 0.1511, 0.2352], [-0.6789, -0.0427, -0.0769]],
  "e_tot_ev": -73100.383,
  "relative_energy_kj_mol": 0.00,
  "homo_ev": [-7.93, -7.94],
  "total_charge": 1,
  "gap_ev": [5.22, 5.23]
}

(2)
{
  "formula": "CH8N2P",
  "method": "ωB97M-V/def2-TZVPD",
  "species": ["C", "N", "N", "P", "H", "H", "H", "H", "H", "H", "H", "H"],
  "positions_angstrom": [[0.0951, -0.1331, 1.0599], [0.9254, 0.2601, -1.2552], [-0.4933, 0.9642, 1.1938], [-0.7966, -1.6926, 0.7024], [1.2299, -0.1588, 1.2732], [0.3373, 1.0605, -1.2911], [0.4396, -0.4665, -1.6547], [0.0073, 1.8263, 1.4093], [1.7533, 0.3521, -1.8090], [-1.4603, 1.0250, 0.8764], [-1.9172, -1.2063, 0.0482], [-0.1205, -1.8309, -0.5531]],
  "atomic_forces_ev_per_a": [[2.9919, -2.1044, -0.4318], [1.2729, 0.7644, 1.3103], [-1.3587, 2.3792, 0.1241], [0.9831, -0.9343, -0.2371], [-2.1000, -0.1419, -0.1722], [-0.1114, 0.9110, -0.4797], [-1.3851, -1.9010, -1.2236], [-0.2897, -0.1995, 0.0908], [0.5173, 0.5751, -0.2334], [0.1506, 0.3774, 0.4453], [-0.5332, 0.7094, -0.0060], [-0.1375, -0.4353, 0.8134]],
  "e_tot_ev": -13427.691,
  "relative_energy_kj_mol": 124.54,
  "homo_ev": -14.74,
  "total_charge": 1,
  "gap_ev": 10.12
}

(3)
{
  "formula": "C5H13NO",
  "method": "ωB97M-V/def2-TZVPD",
  "species": ["C", "N", "C", "C", "C", "C", "H", "H", "H", "H", "H", "H", "H", "H", "H", "H", "H", "H", "H", "O"],
  "positions_angstrom": [[-1.9678, -0.9786, 0.7255], [-0.8041, -0.2726, 1.2866], [0.4257, -0.9001, 0.7075], [2.1531, -0.1997, -2.6708], [1.7158, 0.1149, -1.2691], [0.5627, -0.4301, -0.7182], [-2.9392, -0.6054, 1.0917], [-2.0063, -0.9492, -0.3565], [-2.0435, -2.0421, 1.0129], [-0.7931, -0.5670, 2.2605], [0.4739, -1.9723, 0.9516], [1.3399, -0.5182, 1.1712], [2.3692, 0.7269, -3.2065], [3.0436, -0.8041, -2.5017], [1.4047, -0.7768, -3.2028], [2.1899, 0.9083, -0.6949], [-0.3215, -0.6064, -1.3294], [-1.3135, 1.5998, 1.0010], [-0.9420, 2.3574, 2.2464], [-1.5445, 2.4107, 1.5053]],
  "atomic_forces_ev_per_a": [[-1.3634, -0.7652, 0.4971], [0.3160, -1.5123, -0.7340], [0.5777, 1.5077, 0.6687], [-0.7385, 0.4672, 1.2121], [-0.9970, 0.2869, -1.0598], [-0.2796, -1.4793, 0.6329], [0.6494, 0.5443, -0.1260], [0.0159, 0.2168, -0.1733], [0.5594, 0.1157, -0.1331], [0.1350, 0.5651, 0.1781], [-0.1205, -0.1205, -1.0864], [-0.2589, 0.2041, 0.5640], [0.3891, -0.1011, 0.0455], [0.4522, -0.0077, -0.4493], [0.0108, -0.1591, -0.0030], [0.5467, -0.3265, 0.1572], [0.2090, 0.1290, -0.3731], [-0.2714, 0.6948, 0.6634], [0.1011, 0.1663, 0.3337], [0.0668, -0.4262, -0.8146]],
  "e_tot_ev": -8922.792,
  "relative_energy_kj_mol": 285.49,
  "homo_ev": [-13.73, -13.72],
  "total_charge": 1,
  "s2": 0.75,
  "gap_ev": [8.01, 5.50],
  "spin_multiplicity": 2
}